No. 1
{
  "formula": "C14H39B3ClF3N6O6P2",
  "method": "ωB97M-V/def2-TZVPD",
  "species": ["F", "C", "F", "F", "O", "C", "B", "O", "B", "O", "B", "Cl", "O", "H", "H", "H", "O", "P", "N", "C", "C", "N", "C", "C", "N", "C", "C", "H", "H", "H", "H", "H", "H", "H", "H", "H", "H", "H", "H", "H", "H", "H", "H", "H", "H", "O", "P", "N", "C", "C", "N", "C", "C", "N", "C", "C", "H", "H", "H", "H", "H", "H", "H", "H", "H", "H", "H", "H", "H", "H", "H", "H", "H", "H"],
  "coordinates": [[-4.16896, -1.54018, 5.42412], [-4.49008, -1.05751, 4.21080], [-5.63177, -1.65076, 3.84487], [-3.54314, -1.42520, 3.33485], [-4.70999, 0.26709, 4.22433], [-3.54916, 1.03914, 4.57141], [-3.39988, 2.23123, 3.54698], [-2.42336, 3.20485, 3.67713], [-1.55104, 2.93536, 2.62776], [-2.12253, 3.04677, 1.35877], [-3.27643, 2.27340, 1.35702], [-3.65352, 1.10086, 0.08762], [-4.18258, 2.35061, 2.40407], [-3.59894, 1.44140, 5.58391], [-2.62624, 0.45743, 4.51089], [-0.43688, 2.57484, 2.80170], [3.03521, -1.53755, 1.26540], [2.11646, -2.72715, 1.41542], [1.05325, -2.43327, 0.11162], [-0.36929, -2.67960, 0.05488], [1.65721, -2.67139, -1.19385], [1.44087, -2.27728, 2.97385], [0.26481, -1.42461, 3.04589], [2.45574, -1.76181, 3.89276], [1.64282, -4.42914, 1.63655], [0.61221, -4.84213, 2.56618], [2.82845, -5.29119, 1.81689], [-0.61649, -3.74491, -0.07862], [-0.79485, -2.13335, -0.78947], [-0.89272, -2.30422, 0.93047], [1.70147, -3.74490, -1.43749], [2.67693, -2.28077, -1.22467], [1.10457, -2.14999, -1.97658], [0.34302, -0.53596, 2.40236], [0.10687, -1.09162, 4.07455], [-0.64295, -1.97304, 2.78946], [2.69704, -0.71095, 3.69870], [3.38119, -2.33437, 3.81466], [2.10154, -1.85361, 4.92250], [0.87827, -4.67848, 3.61479], [0.43904, -5.91252, 2.42445], [-0.33977, -4.35485, 2.36341], [3.30716, -5.12952, 2.79194], [3.56930, -5.08072, 1.03928], [2.56317, -6.34578, 1.73005], [0.14695, 0.24426, -2.85601], [0.75552, 1.53390, -3.39668], [0.67207, 2.30562, -1.85565], [0.28375, 3.65759, -1.55434], [1.71911, 1.86427, -0.94135], [-0.59130, 1.92535, -4.45245], [-1.78497, 2.56099, -3.91589], [-0.99386, 0.78956, -5.28315], [1.71610, 2.89993, -4.06174], [1.11348, 4.04028, -4.72035], [2.83337, 2.40880, -4.89372], [1.06491, 4.40095, -1.78681], [0.06158, 3.74087, -0.48792], [-0.63667, 3.94828, -2.05372], [2.68203, 2.35269, -1.16177], [1.86275, 0.78356, -1.00836], [1.44743, 2.08059, 0.09303], [-2.14774, 2.07513, -3.00231], [-2.58933, 2.55151, -4.65360], [-1.61670, 3.61937, -3.71366], [-1.62882, 0.08202, -4.73938], [-0.12165, 0.24202, -5.64627], [-1.54138, 1.14703, -6.15829], [0.62979, 3.79196, -5.66991], [1.90481, 4.76735, -4.92408], [0.39590, 4.54943, -4.08186], [2.48047, 1.98277, -5.84229], [3.38604, 1.62923, -4.35924], [3.54038, 3.21004, -5.11386]],
  "forces_ev_per_angstrom": [[0.4, 0.0, -0.2], [-1.3, -0.1, 0.0], [0.2, 0.1, 0.0], [0.2, 0.0, 0.2], [0.5, -0.3, 0.3], [0.0, 0.9, -0.5], [-1.2, 1.1, 0.4], [1.0, -1.3, 0.5], [-0.1, 1.4, -0.3], [0.2, -1.5, 0.2], [-0.9, 0.5, -1.0], [0.3, 0.5, 0.1], [0.9, -1.1, 0.1], [-0.2, -0.2, 0.2], [0.0, -0.2, 0.0], [0.1, 0.2, -0.1], [2.2, -2.8, -0.7], [-5.4, 3.1, 1.5], [0.0, 0.6, -0.2], [-0.3, -0.5, 0.3], [0.6, 0.0, 0.0], [-0.5, 0.0, 0.2], [-0.2, -0.1, -0.2], [0.2, -0.1, -0.1], [3.3, -0.8, -0.9], [-0.4, 0.4, 0.4], [0.1, 0.1, -0.2], [0.0, 0.0, 0.0], [0.2, 0.0, -0.1], [0.1, -0.1, 0.0], [-0.1, 0.0, 0.0], [0.0, 0.0, 0.1], [-0.1, 0.0, 0.1], [-0.1, 0.0, 0.0], [0.2, 0.0, 0.0], [0.0, 0.0, -0.1], [0.1, 0.0, 0.0], [0.0, 0.0, 0.0], [-0.1, 0.0, 0.0], [0.0, 0.0, 0.0], [0.2, 0.0, -0.2], [0.1, 0.2, 0.0], [0.0, -0.1, 0.0], [0.0, 0.0, 0.0], [-0.1, 0.0, 0.0], [3.5, -1.7, -1.6], [-6.4, 3.9, 2.5], [-0.3, -0.1, 0.8], [0.3, 0.5, -0.4], [0.1, -0.4, -0.3], [-0.1, 0.2, -0.6], [0.1, 0.3, 0.3], [0.2, -0.1, 0.1], [3.0, -2.2, -0.8], [-0.8, 0.0, -0.3], [0.1, -0.1, 0.2], [0.0, 0.0, 0.0], [0.1, -0.2, 0.0], [0.1, 0.0, -0.1], [0.0, 0.1, 0.1], [0.0, 0.0, 0.0], [-0.1, 0.1, 0.0], [-0.1, 0.0, 0.0], [0.1, -0.2, -0.1], [0.1, 0.0, 0.1], [0.1, -0.1, 0.0], [0.0, 0.0, 0.0], [0.0, 0.1, 0.0], [0.0, 0.0, 0.0], [0.2, -0.2, 0.1], [-0.1, -0.2, 0.0], [0.1, 0.1, -0.1], [0.0, 0.0, 0.0], [-0.1, 0.1, 0.0]],
  "mulliken_charge": [-0.270, 0.835, -0.271, -0.195, -0.295, -0.395, 0.350, -0.482, 0.325, -0.014, 0.404, -0.231, -0.270, 0.359, 0.215, -0.091, -0.842, 0.720, 0.493, -0.597, -1.234, 0.250, -1.235, -1.071, 0.018, -0.831, -1.031, 0.269, 0.248, 0.001, 0.282, 0.378, 0.286, 0.444, 0.438, 0.095, 0.298, 0.366, 0.322, 0.295, 0.417, 0.196, 0.347, 0.331, 0.360, -0.732, 0.813, 0.373, -0.714, -0.973, 0.151, -1.150, -1.127, -0.037, -0.926, -1.079, 0.287, 0.205, 0.105, 0.260, 0.211, 0.255, 0.347, 0.410, 0.250, 0.303, 0.372, 0.381, 0.294, 0.404, 0.264, 0.359, 0.331, 0.372],
  "homo_lumo_gap_ev": 7.1562,
  "total_energy_ev": -77661.406
}

No. 2
{
  "formula": "C14H39FO4PS3",
  "method": "ωB97M-V/def2-TZVPD",
  "species": ["C", "O", "C", "C", "C", "C", "C", "P", "C", "C", "F", "H", "H", "H", "H", "H", "H", "H", "H", "H", "H", "H", "H", "H", "H", "H", "H", "H", "H", "H", "H", "H", "C", "S", "O", "C", "H", "H", "H", "H", "H", "H", "C", "S", "O", "C", "H", "H", "H", "H", "H", "H", "C", "S", "O", "C", "H", "H", "H", "H", "H", "H"],
  "coordinates": [[3.44225, -0.06506, 1.44920], [3.11434, -1.00440, 0.44337], [3.08858, -0.39406, -0.82971], [2.05637, -1.03243, -1.80420], [1.40083, -2.33228, -1.29912], [0.40875, -2.12893, -0.13109], [-0.81698, -1.23893, -0.51721], [-0.53153, 0.62537, -0.03597], [-2.40366, 1.00507, -0.33537], [-2.75868, 1.48291, -1.76502], [-2.77041, 2.07402, 0.53819], [2.96884, 0.91187, 1.26931], [3.04598, -0.40170, 2.41561], [4.54422, 0.06562, 1.48649], [4.09992, -0.50367, -1.27831], [2.89248, 0.68746, -0.79140], [1.31956, -0.27516, -2.09964], [2.61089, -1.28643, -2.72834], [2.13802, -3.12490, -1.08728], [0.80006, -2.72463, -2.14079], [0.01365, -3.13662, 0.11267], [0.87187, -1.75183, 0.78784], [-1.05795, -1.36093, -1.59424], [-1.67597, -1.66529, 0.04334], [-0.19972, 0.90009, -1.43817], [-0.30234, 2.05305, 0.24042], [-0.85626, 0.34044, 1.35116], [0.87812, 0.37582, 0.26892], [-3.00286, 0.12689, -0.04349], [-3.74642, 1.07738, -2.04573], [-2.05574, 1.12089, -2.52650], [-2.81041, 2.58021, -1.77463], [6.50848, -2.36933, 0.79957], [7.22545, -1.11671, 1.87771], [7.14378, 0.18617, 1.15819], [8.92645, -1.69935, 1.73372], [5.43867, -2.17030, 0.71059], [6.97308, -2.31755, -0.18568], [6.66033, -3.35580, 1.23967], [9.23259, -1.69180, 0.68710], [8.99990, -2.70765, 2.14249], [9.56580, -1.02859, 2.30511], [-3.34490, 1.30025, 4.32910], [-1.70175, 2.00908, 4.11848], [-0.78857, 0.89502, 3.75940], [-1.42760, 2.36160, 5.86937], [-3.69460, 0.97324, 3.35134], [-3.29646, 0.44647, 5.00699], [-4.02126, 2.06043, 4.72363], [-1.50495, 1.44134, 6.45065], [-2.16397, 3.08965, 6.21421], [-0.42766, 2.77770, 5.97817], [-7.68805, 0.77814, -3.55880], [-6.26482, 0.17162, -4.48512], [-5.04535, 0.63666, -3.77055], [-6.49666, 1.25597, -5.90754], [-7.71423, 0.26061, -2.60187], [-7.58991, 1.85091, -3.39037], [-8.60206, 0.56309, -4.11426], [-6.47683, 2.29752, -5.58540], [-7.44806, 1.02593, -6.38920], [-5.68262, 1.07581, -6.60700]],
  "forces_ev_per_angstrom": [[0.3, 0.1, 0.2], [-0.2, 0.5, 0.2], [0.3, -0.2, -1.3], [0.8, -0.4, 0.0], [-0.6, 0.4, 0.0], [-0.8, -0.6, -0.5], [0.4, -0.8, 0.5], [-0.2, -0.1, 0.0], [0.3, 0.4, -1.0], [-0.7, -0.7, 0.6], [-0.3, -0.2, 0.3], [0.1, -0.2, -0.1], [0.2, -0.2, -0.2], [-0.4, 0.1, 0.2], [-0.2, 0.1, 0.2], [0.0, -0.3, 0.4], [-0.1, -0.3, 0.3], [-0.2, 0.1, 0.2], [0.0, 0.4, 0.1], [0.2, 0.1, 0.2], [0.2, 0.2, 0.0], [0.1, 0.1, -0.3], [0.2, 0.1, 0.3], [0.2, 0.4, -0.2], [0.1, 0.1, -0.5], [-0.1, 0.2, 0.3], [-0.2, -0.1, 0.1], [0.1, 0.0, -0.1], [0.0, 0.3, 0.1], [0.4, 0.5, 0.0], [0.1, 0.2, 0.3], [0.2, -0.3, -0.1], [-0.1, 0.0, -0.1], [-0.1, 0.1, -0.2], [0.2, -0.3, 0.1], [0.1, 0.0, -0.1], [0.0, 0.1, 0.0], [0.0, 0.1, 0.0], [0.0, 0.0, 0.0], [-0.1, 0.0, 0.0], [0.0, 0.0, 0.0], [-0.1, 0.0, 0.0], [-0.1, -0.1, 0.1], [0.3, -0.3, -0.4], [-0.2, 0.3, 0.5], [-0.1, 0.0, 0.2], [0.1, 0.1, -0.1], [0.1, 0.0, 0.0], [0.0, 0.0, 0.0], [0.0, 0.0, -0.1], [0.0, 0.0, 0.0], [0.0, 0.0, -0.1], [-0.1, 0.1, 0.0], [0.3, 0.1, 0.2], [-0.6, -0.1, -0.4], [-0.1, 0.1, -0.1], [0.1, 0.0, 0.0], [0.1, 0.0, 0.0], [0.0, 0.0, 0.0], [0.0, 0.0, 0.1], [0.0, 0.0, 0.0], [0.0, -0.1, 0.1]],
  "mulliken_charge": [-0.884, -0.302, -0.537, -0.573, -0.931, -0.348, -1.211, 0.751, 0.420, -1.286, -0.379, 0.365, 0.261, 0.300, 0.465, 0.228, 0.279, 0.343, 0.373, 0.426, 0.362, 0.134, 0.208, 0.473, -0.136, 0.017, -0.362, -0.597, 0.284, 0.279, 0.305, 0.358, -0.626, 0.503, -0.609, -0.944, 0.038, 0.284, 0.379, 0.298, 0.344, 0.335, -0.935, 0.570, -0.566, -1.001, 0.276, 0.310, 0.355, 0.280, 0.361, 0.317, -0.934, 0.414, -0.521, -0.961, 0.308, 0.297, 0.367, 0.298, 0.374, 0.307],
  "homo_lumo_gap_ev": 4.9040,
  "total_energy_ev": -67846.021,
  "total_charge": -1
}